DFT (ωB97M-V/def2-TZVPD) results for a cluster of 5 separate species, C37H37IN4O19 in total.

Last column: Mulliken charge in e.
Cartesian coordinates (Å):
C: 4.02 2.76 -0.37  -1.1080
C: 3.62 2.49 -1.91  0.2494
C: 4.73 1.48 -2.50  -0.6343
C: 4.54 1.13 -4.07  -0.7367
C: 3.02 1.09 -4.56  -0.5876
C: 2.37 -0.28 -4.00  -0.4752
C: 0.73 -0.23 -3.99  -0.4742
C: 0.28 -0.68 -2.53  0.0178
N: 0.87 -1.93 -2.09  -0.4224
C: 0.30 -2.03 -0.75  0.6429
N: 0.68 -3.09 -0.02  -0.2176
I: 2.03 -4.39 -0.93  0.2210
C: 0.17 -3.26 1.37  0.3971
O: -0.39 -4.36 1.67  -0.6331
O: 0.38 -2.20 2.24  -0.6889
N: -0.57 -0.92 -0.45  -0.2312
N: -0.60 -0.09 -1.55  0.5629
C: -1.32 1.19 -1.75  -1.0963
C: -2.85 0.81 -2.46  0.6167
C: -4.16 0.99 -1.40  -0.8620
O: -3.53 -0.42 -1.92  -0.3698
H: 3.51 3.74 0.00  0.3107
H: 5.15 2.88 -0.24  0.2944
H: 3.68 1.94 0.35  0.2892
H: 3.57 3.47 -2.49  0.2864
H: 2.56 2.02 -1.90  -0.2273
H: 4.59 0.48 -1.93  0.2261
H: 5.80 1.83 -2.23  0.3834
H: 4.96 0.06 -4.21  0.2793
H: 5.17 1.89 -4.67  0.3302
H: 2.40 2.02 -4.31  0.3080
H: 3.03 0.97 -5.71  0.3517
H: 2.78 -0.40 -2.92  0.1890
H: 2.76 -1.20 -4.58  0.3058
H: 0.31 0.77 -4.34  0.3026
H: 0.41 -1.10 -4.70  0.3104
H: -1.08 -0.79 0.44  0.2847
H: -0.81 1.90 -2.48  0.2655
H: -1.58 1.72 -0.77  0.5168
H: -3.02 1.12 -3.61  0.3083
H: -5.10 0.35 -1.33  0.4289
H: -4.65 1.64 -2.26  0.0836
C: -5.91 4.68 -1.49  -0.7959
C: -6.74 5.72 -1.41  0.2399
C: -6.83 6.74 -2.50  1.1644
O: -7.62 7.66 -2.40  -0.7542
C: -5.95 6.57 -3.66  -1.0066
C: -5.12 5.54 -3.74  0.3163
C: -5.05 4.51 -2.66  0.8222
O: -4.28 3.56 -2.78  -0.5033
O: -4.29 5.37 -4.81  -0.5938
O: -7.54 5.90 -0.32  -0.5856
H: -5.83 3.94 -0.71  0.4849
H: -6.02 7.32 -4.44  0.4664
H: -3.79 4.55 -4.64  0.3099
H: -8.05 6.71 -0.50  0.3744
C: 5.95 -4.74 4.41  -0.8689
C: 5.94 -4.97 3.10  0.3335
C: 4.69 -5.38 2.39  0.8723
O: 4.72 -5.57 1.18  -0.6131
C: 3.47 -5.54 3.18  -0.8683
C: 3.48 -5.31 4.50  0.3913
C: 4.72 -4.87 5.20  0.8511
O: 4.69 -4.65 6.40  -0.6321
O: 2.36 -5.45 5.25  -0.5574
O: 7.08 -4.85 2.35  -0.5715
H: 6.85 -4.44 4.94  0.5352
H: 2.58 -5.85 2.66  0.4476
H: 2.62 -5.23 6.16  0.3453
H: 6.81 -5.07 1.43  0.3382
C: -11.20 3.95 -2.45  -0.9897
C: -12.53 3.91 -2.61  0.3801
C: -13.30 5.12 -2.98  0.9308
O: -14.51 5.05 -3.13  -0.6025
C: -12.56 6.38 -3.16  -0.8211
C: -11.24 6.42 -3.01  0.3498
C: -10.46 5.20 -2.65  0.7851
O: -9.25 5.26 -2.54  -0.3487
O: -10.54 7.58 -3.16  -0.5675
O: -13.22 2.75 -2.42  -0.5624
H: -10.63 3.07 -2.18  0.4339
H: -13.14 7.26 -3.42  0.4389
H: -9.61 7.35 -3.00  0.2860
H: -14.16 2.99 -2.59  0.3476
C: 10.01 -7.95 7.38  -0.8692
C: 9.66 -7.12 6.39  0.3356
C: 9.26 -5.71 6.66  1.0138
O: 8.97 -4.98 5.73  -0.6137
C: 9.22 -5.27 8.06  -0.9796
C: 9.56 -6.10 9.05  0.4495
C: 9.99 -7.50 8.77  0.8896
O: 10.32 -8.22 9.70  -0.6086
O: 9.53 -5.70 10.35  -0.5667
O: 9.66 -7.53 5.09  -0.5657
H: 10.30 -8.98 7.19  0.4153
H: 8.91 -4.25 8.25  0.4257
H: 9.82 -6.47 10.87  0.3489
H: 9.38 -6.75 4.57  0.3244

Calculated values
HOMO energy = -8.1 eV
Total charge = 0

DFT (ωB97M-V/def2-TZVPD) results for a structure of composition C37H37InN3P2S.

Last column: Mulliken charge in e.
Cartesian coordinates (Å):
In: -0.84 1.72 -1.46  1.3242
C: -2.21 -5.32 3.12  -0.8391
S: -0.72 -5.14 2.17  0.3888
C: 0.21 -3.87 3.02  -0.9595
C: 0.59 -2.70 2.10  -0.2288
C: -0.62 -1.89 1.62  -1.2986
N: -0.20 -0.75 0.80  0.2096
P: -0.05 -0.79 -0.89  0.0191
C: -0.98 -2.21 -1.47  0.3081
C: -2.33 -2.06 -1.78  -0.0352
C: -3.08 -3.15 -2.19  -0.8310
C: -2.47 -4.40 -2.29  -0.5808
C: -1.13 -4.56 -1.98  -0.9008
C: -0.37 -3.47 -1.57  -0.3489
C: 1.68 -1.05 -1.32  1.2230
C: 2.00 -1.46 -2.61  -0.6365
C: 3.32 -1.64 -2.98  -0.9305
C: 4.33 -1.41 -2.05  -0.6527
C: 4.02 -1.01 -0.76  -0.7147
C: 2.70 -0.82 -0.39  -0.5623
P: -0.09 0.86 1.40  0.0785
C: 0.53 0.68 3.09  0.6918
C: 1.91 0.75 3.30  -0.0720
C: 2.43 0.60 4.58  -0.8278
C: 1.57 0.39 5.65  -0.5584
C: 0.20 0.34 5.45  -0.9688
C: -0.33 0.49 4.18  -0.3318
C: -1.83 1.37 1.59  0.3346
C: -2.91 0.60 1.15  0.2461
C: -4.20 1.10 1.23  -0.8177
C: -4.43 2.37 1.74  -0.6152
C: -3.36 3.15 2.18  -0.8304
C: -2.07 2.66 2.09  -0.6986
H: -2.76 -6.17 2.73  0.3989
H: -2.80 -4.40 3.01  0.3266
H: -1.95 -5.46 4.17  0.3910
H: 1.13 -4.38 3.32  0.5293
H: -0.33 -3.56 3.91  0.4943
H: 1.16 -3.06 1.24  0.2419
H: 1.25 -2.05 2.68  0.1066
H: -1.18 -1.51 2.47  0.5941
H: -1.30 -2.52 1.04  0.7343
H: -2.79 -1.08 -1.73  0.3696
H: -4.12 -3.03 -2.45  0.4828
H: -3.05 -5.25 -2.63  0.4731
H: -0.66 -5.53 -2.08  0.5193
H: 0.68 -3.59 -1.37  0.4744
H: 1.21 -1.66 -3.34  0.6462
H: 3.57 -1.96 -3.98  0.4921
H: 5.37 -1.56 -2.34  0.4489
H: 4.81 -0.85 -0.04  0.5006
H: 2.46 -0.51 0.62  0.2786
H: 2.57 0.95 2.47  0.3701
H: 3.50 0.66 4.74  0.4692
H: 1.98 0.28 6.65  0.4584
H: -0.46 0.20 6.30  0.4830
H: -1.40 0.47 4.04  0.4640
H: -2.74 -0.39 0.76  0.2896
H: -5.03 0.50 0.90  0.4929
H: -5.44 2.76 1.80  0.4498
H: -3.54 4.13 2.59  0.4760
H: -1.25 3.26 2.46  0.5166
N: 0.42 3.58 -0.77  -0.4021
C: 0.73 4.34 -1.96  0.1924
C: 0.83 5.70 -1.97  -0.6543
C: 1.20 6.36 -3.17  -0.7944
C: 1.46 5.66 -4.30  -0.9744
C: 1.30 4.25 -4.32  0.8770
C: 1.50 3.46 -5.47  -0.4662
C: 1.27 2.11 -5.42  -1.1618
C: 0.80 1.55 -4.23  0.2100
N: 0.63 2.24 -3.12  -0.0200
C: 0.90 3.59 -3.14  0.3330
H: 0.05 4.16 -0.02  0.2676
H: 1.27 3.14 -0.41  0.3405
H: 0.66 6.28 -1.07  0.4396
H: 1.30 7.44 -3.16  0.4358
H: 1.78 6.16 -5.20  0.4449
H: 1.81 3.93 -6.39  0.4773
H: 1.41 1.48 -6.29  0.4452
H: 0.55 0.49 -4.19  0.4540

Calculated values
HOMO energy (alpha / beta) = -15.8 / -15.2 eV
Total charge = +3

DFT (ωB97M-V/def2-TZVPD) results for a structure of composition C37H38BaBr6N5O2.

Last column: Mulliken charge in e.
Cartesian coordinates (Å):
Ba: -0.58 -0.36 0.54  1.2507
C: 0.80 1.34 3.65  -1.0262
N: 1.65 0.67 2.63  0.8588
C: 2.63 1.68 2.08  -1.4903
C: 3.08 1.42 0.68  0.5510
C: 4.23 2.15 0.26  -1.0439
C: 4.75 2.02 -0.99  -0.5247
C: 4.08 1.12 -1.87  -0.6349
C: 2.92 0.47 -1.43  0.0926
N: 2.43 0.57 -0.17  0.5615
C: 2.41 -0.44 3.16  -1.4930
C: 1.70 -1.76 3.10  0.5914
C: 2.01 -2.71 4.05  -0.6636
C: 1.50 -3.99 4.03  -0.6899
C: 0.52 -4.25 3.05  -0.8345
C: 0.12 -3.24 2.19  -0.4664
N: 0.76 -2.05 2.17  0.5206
C: -0.22 2.36 3.17  0.3448
C: -0.54 3.41 4.05  -0.9280
C: -1.44 4.41 3.71  -0.3678
C: -1.93 4.38 2.38  -0.8144
C: -1.41 3.37 1.52  -0.5804
N: -0.62 2.30 1.88  0.5836
H: 1.39 1.87 4.37  0.4057
H: 0.23 0.53 4.08  0.5068
H: 3.48 1.76 2.71  0.5505
H: 2.17 2.64 2.16  0.7004
H: 4.78 2.73 0.99  0.4186
H: 5.63 2.56 -1.29  0.4614
H: 4.48 1.01 -2.88  0.4243
H: 2.35 -0.21 -2.04  -0.3181
H: 2.67 -0.29 4.19  0.3021
H: 3.37 -0.55 2.68  0.5823
H: 2.54 -2.36 4.93  0.3696
H: 1.73 -4.68 4.83  0.4323
H: 0.02 -5.24 2.96  0.3974
H: -0.64 -3.41 1.46  0.7356
H: -0.19 3.38 5.05  0.4626
H: -1.85 5.15 4.45  0.3290
H: -2.70 5.10 2.07  0.4085
H: -1.57 3.53 0.49  0.5457
Br: -6.85 -3.53 3.51  -0.2121
C: -5.37 -3.36 2.45  0.0359
C: -5.21 -3.98 1.14  0.0778
Br: -6.52 -5.17 0.59  -0.2222
C: -4.22 -3.54 0.31  -0.0725
Br: -4.22 -4.13 -1.49  -0.1826
C: -3.23 -2.61 0.72  0.0474
O: -2.16 -2.44 0.04  -0.3050
C: -3.47 -1.87 1.93  0.0961
O: -2.84 -0.77 2.06  -0.7206
C: -4.39 -2.44 2.82  -0.1846
Br: -4.30 -1.94 4.66  -0.2363
Br: 2.74 -5.27 -0.73  -0.0617
C: 3.93 -5.41 0.83  -0.1135
Br: 5.67 -4.42 0.88  -0.1206
H: 4.10 -6.49 0.95  0.3587
H: 3.35 -5.03 1.69  -0.0689
C: -2.70 3.29 -5.47  -1.5526
C: -1.80 2.95 -4.32  1.0919
C: -1.18 4.00 -3.63  -0.7241
C: -0.39 3.68 -2.50  1.0510
C: 0.31 4.74 -1.68  -1.6137
C: -0.25 2.35 -2.05  -0.0926
C: -0.73 1.18 -2.80  -0.2560
C: -1.63 1.63 -3.87  -0.9374
N: -0.41 -0.01 -2.36  0.5237
C: -0.37 -1.15 -3.30  1.3883
C: 0.11 -2.39 -2.52  -1.6384
C: 0.60 -0.74 -4.44  -1.4405
C: -1.81 -1.56 -3.78  -1.9371
H: -3.58 3.87 -5.18  0.3282
H: -3.03 2.40 -6.07  0.3155
H: -2.15 3.94 -6.19  0.3150
H: -1.29 5.05 -3.97  0.2224
H: -0.30 5.14 -0.85  0.2421
H: 0.50 5.61 -2.33  0.4169
H: 1.27 4.39 -1.33  0.2731
H: 0.49 2.13 -1.28  0.0890
H: -2.28 0.92 -4.35  0.2732
H: 1.16 -2.37 -2.27  0.1639
H: 0.02 -3.27 -3.16  0.4484
H: -0.57 -2.65 -1.66  0.2017
H: 1.54 -0.44 -3.95  0.1116
H: 0.12 -0.01 -5.06  0.4475
H: 0.89 -1.59 -5.11  0.4068
H: -2.55 -1.46 -3.01  0.2890
H: -1.70 -2.57 -4.16  0.5526
H: -2.04 -1.05 -4.75  0.4137

Calculated values
HOMO energy = -3.0 eV
Energy relative to the best compared isomer or geometry (same formula, charge and spin) = 2.437 eV
Total charge = -1

no.,largest force on an atom (eV/Å)
1,7.35
2,0.40
3,3.91